<w>
The following is a DFT calculation (wB97M-V/def2-TZVPD) of an isolated molecule of C27H30N2O7S.

Positions of all 67 atoms, in Å:
C 2.029 3.880 0.048
O 0.907 3.080 -0.315
C 0.689 2.002 0.417
O 1.308 1.706 1.409
C -0.421 1.106 -0.148
C -1.485 1.923 -0.890
C -2.222 2.891 0.030
S -3.599 2.139 0.952
C -4.841 2.083 -0.373
N -0.992 0.335 0.927
C -1.176 -1.043 0.493
C -2.574 -1.207 -0.057
C -2.894 -1.282 -1.397
C -4.209 -1.373 -1.837
C -5.236 -1.380 -0.906
O -6.564 -1.449 -1.202
C -6.946 -1.550 -2.552
C -4.933 -1.304 0.454
C -3.621 -1.220 0.886
O -3.249 -1.164 2.185
C -4.244 -0.993 3.165
C -0.041 -1.287 -0.523
C 1.235 -1.682 0.197
O 1.388 -2.610 0.942
N 2.228 -0.787 -0.178
C 3.559 -0.840 0.310
C 3.784 -1.035 1.667
C 5.085 -1.076 2.138
C 6.145 -0.905 1.269
C 5.922 -0.694 -0.092
C 7.108 -0.497 -0.971
C 6.839 -0.131 -2.409
O 8.233 -0.619 -0.543
C 4.616 -0.674 -0.572
C 1.778 0.201 -1.034
O 2.474 1.023 -1.573
C 0.275 0.073 -1.127
H 2.086 3.982 1.133
H 1.882 4.845 -0.429
H 2.940 3.405 -0.321
H -0.995 2.490 -1.684
H -2.199 1.231 -1.338
H -1.556 3.295 0.789
H -2.645 3.717 -0.544
H -5.741 1.658 0.056
H -4.490 1.447 -1.181
H -5.038 3.091 -0.730
H -0.410 0.396 1.757
H -1.078 -1.714 1.352
H -2.115 -1.268 -2.145
H -4.405 -1.431 -2.895
H -6.536 -2.452 -3.019
H -8.033 -1.610 -2.547
H -6.635 -0.670 -3.125
H -5.760 -1.310 1.144
H -3.711 -0.895 4.109
H -4.915 -1.857 3.216
H -4.823 -0.084 2.980
H -0.293 -2.067 -1.243
H 2.950 -1.152 2.339
H 5.267 -1.233 3.190
H 7.165 -0.926 1.622
H 6.201 0.748 -2.464
H 7.783 0.071 -2.909
H 6.340 -0.956 -2.912
H 4.407 -0.524 -1.618
H -0.066 0.234 -2.149

Properties
Spin multiplicity: 1
E_LUMO in eV: 0.350
Total charge: 0
SMILES: COC(=O)[C@]1(CCSC)N[C@@H](c2ccc(OC)cc2OC)[C@@H]2C(=O)N(c3cccc(C(C)=O)c3)C(=O)[C@@H]21
Kohn-Sham gap in eV: 8.3

Here are the natural (NBO) charges for atoms 1 to 2, given in e: -0.26 -0.50

<x>
The following is a DFT calculation (wB97M-V/def2-TZVPD) of an isolated molecule of C27H30N2O7S.

Positions of all 67 atoms, in Å:
C -1.179 -2.310 2.975
O -0.404 -2.433 1.791
C -0.799 -1.720 0.757
O -1.696 -0.910 0.776
C 0.109 -1.961 -0.457
C -0.084 -3.386 -0.980
C -1.522 -3.696 -1.370
S -2.575 -3.915 0.111
C -4.041 -2.971 -0.385
N 1.468 -1.756 0.010
C 1.682 -0.317 0.030
C 3.134 0.064 -0.002
C 3.959 -0.351 -1.030
C 5.297 0.001 -1.091
C 5.827 0.805 -0.091
O 7.118 1.228 -0.028
C 8.005 0.831 -1.046
C 5.009 1.239 0.952
C 3.673 0.878 1.010
O 2.827 1.256 2.000
C 3.295 2.146 2.986
C 0.878 0.236 -1.191
C 0.053 1.458 -0.849
O 0.459 2.521 -0.465
N -1.277 1.143 -1.071
C -2.350 2.037 -0.829
C -2.273 3.356 -1.259
C -3.335 4.210 -1.014
C -4.464 3.750 -0.365
C -4.546 2.425 0.064
C -5.788 1.984 0.754
C -5.918 0.508 1.036
O -6.654 2.773 1.060
C -3.472 1.570 -0.164
C -1.480 -0.163 -1.493
O -2.524 -0.601 -1.908
C -0.132 -0.854 -1.535
H -1.368 -1.259 3.200
H -0.601 -2.777 3.768
H -2.131 -2.829 2.839
H 0.563 -3.530 -1.852
H 0.242 -4.075 -0.197
H -1.963 -2.889 -1.953
H -1.563 -4.626 -1.939
H -4.708 -2.956 0.471
H -4.522 -3.464 -1.225
H -3.736 -1.963 -0.650
H 2.136 -2.209 -0.605
H 1.238 0.072 0.952
H 3.556 -0.968 -1.822
H 5.900 -0.349 -1.913
H 7.684 1.200 -2.025
H 8.965 1.278 -0.791
H 8.112 -0.258 -1.084
H 5.463 1.864 1.703
H 2.439 2.344 3.629
H 3.639 3.086 2.544
H 4.100 1.702 3.579
H 1.558 0.480 -2.009
H -1.389 3.708 -1.767
H -3.279 5.238 -1.340
H -5.303 4.403 -0.175
H -5.814 -0.059 0.114
H -5.138 0.193 1.725
H -6.890 0.311 1.480
H -3.477 0.551 0.181
H 0.006 -1.289 -2.528

Properties
Spin multiplicity: 1
E_LUMO in eV: 0.502
Total charge: 0
SMILES: COC(=O)[C@]1(CCSC)N[C@@H](c2ccc(OC)cc2OC)[C@@H]2C(=O)N(c3cccc(C(C)=O)c3)C(=O)[C@@H]21
Kohn-Sham gap in eV: 9.0

Here are the natural (NBO) charges for atoms 1 to 2, given in e: -0.26 -0.50

Most favorable first, least favorable last: <w>, <x>

<w>
The following is a DFT calculation (wB97M-V/def2-TZVPD) of a structure of composition C3H3IrO2.

Positions of all 9 atoms, in Å:
O 0.336 0.983 0.807
C 2.169 -2.256 -0.302
O 2.325 -1.167 -0.010
Ir 2.024 0.767 0.569
C -0.755 0.296 0.492
H -1.170 -0.313 1.308
H -1.247 1.366 -1.290
C -1.467 0.525 -0.627
H -2.214 -0.201 -0.948

Properties
Spin multiplicity: 5
E_LUMO (spin up / spin down) in eV: -10.734 / -13.524
Total charge: +2
Kohn-Sham gap (spin up / spin down) in eV: 9.1 / 7.2

Here are the natural (NBO) charges for atoms 1 to 2, given in e: -0.55 0.79

<x>
The following is a DFT calculation (wB97M-V/def2-TZVPD) of a structure of composition C3H3IrO2.

Positions of all 9 atoms, in Å:
C 0.905 1.281 -1.326
H 1.936 1.620 -1.482
H 0.529 0.802 -2.244
H 0.382 2.244 -1.219
C 1.150 0.016 -0.147
O 2.109 -0.250 0.526
C -0.158 0.484 0.207
O -1.212 -0.064 -0.295
Ir -1.858 -0.231 1.406

Properties
Spin multiplicity: 5
E_LUMO (spin up / spin down) in eV: -11.533 / -14.025
Total charge: +2
Kohn-Sham gap (spin up / spin down) in eV: 8.6 / 7.1

Here are the natural (NBO) charges for atoms 1 to 2, given in e: -0.59 0.34

Most favorable first, least favorable last: <w>, <x>

<w>
The following is a DFT calculation (wB97M-V/def2-TZVPD) of a structure of composition C4H6O3S.

Positions of all 14 atoms, in Å:
C -0.596 1.904 -0.157
C 1.190 0.065 0.044
C 0.695 -1.432 -0.200
C -0.105 0.628 0.529
O -1.309 2.767 0.308
O -1.826 -0.610 -1.190
O -1.575 -1.593 1.089
S -1.000 -0.840 -0.016
H -0.204 1.999 -1.184
H 2.021 0.102 0.635
H 1.185 0.402 -0.992
H 1.023 -1.932 -1.050
H 0.792 -2.213 0.572
H -0.291 0.752 1.612

Properties
Spin multiplicity: 1
E_LUMO in eV: 0.161
Total charge: 0
Kohn-Sham gap in eV: 10.7

Here are the natural (NBO) charges for atoms 1 to 2, given in e: 0.45 -0.40

<x>
The following is a DFT calculation (wB97M-V/def2-TZVPD) of a cluster of 2 separate species, C4H6O3S in total.

Positions of all 14 atoms, in Å:
C 0.019 2.145 -0.755
C -0.369 1.032 -1.319
C 0.505 -0.271 0.586
C 0.185 -2.537 1.309
O 1.267 0.327 1.409
O -0.045 3.323 -1.385
O -0.069 -1.368 0.487
S -1.036 0.023 -2.516
H 0.394 2.078 0.275
H -0.354 -3.424 0.998
H -0.074 -2.256 2.356
H 1.298 -2.674 1.335
H 0.479 3.984 -0.991
H -2.200 -0.382 -1.789

Properties
Spin multiplicity: 1
E_LUMO (spin up / spin down) in eV: 0.204 / 0.191
Total charge: 0
Kohn-Sham gap (spin up / spin down) in eV: 7.8 / 7.6

Here are the natural (NBO) charges for atoms 1 to 2, given in e: 0.08 -0.33

Most favorable first, least favorable last: <w>, <x>

<w>
The following is a DFT calculation (wB97M-V/def2-TZVPD) of an isolated molecule of C7H5NOS.

Positions of all 15 atoms, in Å:
C -1.294 2.018 -0.284
C -0.462 1.148 -0.115
C 0.023 -0.120 0.165
C 1.344 -0.366 0.392
C 2.380 0.570 0.051
S 4.030 0.399 0.346
C -1.009 -1.153 -0.062
N -2.370 -0.837 0.236
C -2.986 0.164 0.321
O -3.856 0.970 0.479
H -1.936 2.856 -0.456
H 1.495 -1.379 0.819
H 2.094 1.548 -0.569
H -0.827 -1.482 -1.175
H -0.745 -2.088 0.465

Properties
Spin multiplicity: 1
E_LUMO in eV: -1.588
Total charge: 0
SMILES: C#C/C(=C\C=S)CN=C=O
Kohn-Sham gap in eV: 7.3

Here are the natural (NBO) charges for atoms 1 to 2, given in e: -0.14 -0.08

<x>
The following is a DFT calculation (wB97M-V/def2-TZVPD) of a cluster of 2 separate species, C7H5NOS in total.

Positions of all 15 atoms, in Å:
C 1.000 2.343 0.057
C -0.320 2.545 0.208
C 2.196 1.616 -0.121
C 1.839 0.258 -0.139
C -0.193 1.216 0.267
C 0.462 0.006 0.109
C 0.068 -1.439 -0.130
N -1.067 -1.776 0.563
O 0.634 -2.193 -0.894
S -3.333 0.513 -0.673
H 3.106 2.039 -0.396
H 2.533 -0.493 -0.510
H -1.435 -1.320 1.443
H -1.374 -2.787 0.423
H -4.116 -0.530 -0.206

Properties
Spin multiplicity: 1
E_LUMO (spin up / spin down) in eV: -1.113 / -2.543
Total charge: 0
Kohn-Sham gap (spin up / spin down) in eV: 8.5 / 6.0

Here are the Löwdin charges for atoms 1 to 2, given in e: -0.04 0.09

Most favorable first, least favorable last: <w>, <x>

<w>
The following is a DFT calculation (wB97M-V/def2-TZVPD) of a cluster of 8 separate species, FH14O7 in total.

Positions of all 22 atoms, in Å:
F -0.074 -0.197 -0.384
O -1.627 -2.042 -1.666
H -1.152 -1.257 -1.522
H -2.557 -1.835 -1.703
O 1.729 -0.476 -2.451
H 2.067 0.435 -2.350
H 1.036 -0.579 -1.849
O 1.569 0.340 1.409
H 0.959 0.143 0.700
H 2.342 -0.018 0.891
O -0.821 2.244 -0.717
H -0.252 2.790 -0.133
H -0.664 1.263 -0.508
O 0.613 2.726 1.628
H 1.468 3.168 1.647
H 0.985 1.843 1.536
O -2.266 -0.568 1.017
H -1.527 -0.372 0.419
H -1.938 -0.547 1.934
O 0.309 -2.580 0.533
H -0.161 -2.806 1.289
H -0.034 -1.669 0.277

Properties
Spin multiplicity: 1
E_LUMO in eV: 3.459
Total charge: -1
Kohn-Sham gap in eV: 10.0

Here are the natural (NBO) charges for atoms 1 to 2, given in e: -0.82 -0.95

<x>
The following is a DFT calculation (wB97M-V/def2-TZVPD) of a cluster of 8 separate species, FH14O7 in total.

Positions of all 22 atoms, in Å:
F 0.035 -0.189 -0.129
O -1.283 -2.562 0.001
H -1.906 -2.253 -0.702
H -0.699 -1.856 -0.025
O 1.862 0.371 -1.783
H 1.203 0.304 -1.069
H 1.882 1.241 -2.179
O -0.284 -0.591 2.364
H 0.589 -0.815 2.628
H -0.219 -0.416 1.407
O 1.867 -1.882 0.398
H 1.742 -1.941 1.342
H 1.244 -1.174 0.152
O 0.564 1.906 1.128
H 0.450 1.070 0.624
H 1.278 1.775 1.749
O -2.199 1.839 0.454
H -1.414 1.460 0.778
H -2.174 1.742 -0.486
O -1.131 0.479 -2.403
H -0.721 1.258 -2.664
H -0.678 0.234 -1.582

Properties
Spin multiplicity: 1
E_LUMO in eV: 3.491
Total charge: -1
Kohn-Sham gap in eV: 10.7

Here are the natural (NBO) charges for atoms 1 to 2, given in e: -0.79 -0.94

Most favorable first, least favorable last: <w>, <x>